No. 1
13
Properties=species:S:1:pos:R:3 method="wB97M-V/def2-TZVPD" multiplicity=1 fmax_ev_per_a=6.211 lumo_ev=-0.11 orbital_gap_ev=8.796
C -0.10800 0.45010 0.34535
C 1.47799 -0.99620 0.11056
H -2.99167 1.93101 -0.87960
H -2.53994 0.09431 0.30767
H 1.83724 -1.88165 -0.28270
H -1.26128 -2.05621 -0.92340
H -0.69550 -0.13877 -1.81085
N -2.20741 0.75800 -0.79475
N -1.08517 1.21968 -0.00950
N 2.06136 -0.02898 0.77964
N 0.03454 -0.91352 0.13014
N -0.28400 -1.36203 -1.18261
O 0.97450 0.95199 1.04912

---

No. 2
13
Properties=species:S:1:pos:R:3 method="wB97M-V/def2-TZVPD" multiplicity=1 fmax_ev_per_a=2.860 lumo_ev=-0.36 orbital_gap_ev=8.536
C -2.21137 -0.06862 0.40326
N -0.96449 0.04142 -0.52320
N -0.27831 1.28388 -0.27295
N 0.95971 1.12673 -0.30086
C 1.25669 -0.29242 -0.15871
N 2.43286 -0.76675 -0.03582
O 3.33785 0.31377 0.20783
N 0.02380 -0.98836 -0.27324
H -2.98214 -0.70156 -0.03836
H -2.51451 0.96552 0.56404
H -1.89075 -0.42708 1.32138
H 2.84452 1.14827 0.12730
H -0.01387 -1.63482 -1.02069

---

No. 3
13
Properties=species:S:1:pos:R:3 method="wB97M-V/def2-TZVPD" multiplicity=1 fmax_ev_per_a=3.149 lumo_ev=-0.17 orbital_gap_ev=9.760
H 1.27681 2.48667 -1.73441
N 0.99795 1.52601 -1.64935
C 0.18920 1.37534 -0.68967
N -0.20907 2.27480 0.41729
N -1.11487 1.71088 0.97941
O -1.49037 0.47389 0.49453
N -0.46931 0.11288 -0.45292
N 0.52727 -0.74407 0.06936
C -0.06916 -2.01231 0.37104
H 0.93319 -0.32958 0.90435
H -0.76045 -2.21735 -0.46222
H 0.75803 -2.71156 0.43310
H -0.56921 -1.94560 1.31949

---

No. 4
13
Properties=species:S:1:pos:R:3 method="wB97M-V/def2-TZVPD" multiplicity=1 fmax_ev_per_a=6.055 lumo_ev=0.02 orbital_gap_ev=9.270
C 0.01960 0.85764 -0.42616
C 0.86288 -1.08159 0.17023
H -0.90244 2.17895 -2.12157
H 0.64448 3.09369 -0.78987
H 2.44290 -2.47577 -0.01164
H -0.69730 -1.62650 2.13351
H -1.79386 0.73623 0.33014
N -0.18482 2.10161 -1.12436
N 1.21199 0.28756 -0.05750
N 1.34727 -2.25333 0.19880
N -0.67847 -1.16061 0.39025
N -1.22021 0.06052 -0.41083
O -1.05202 -0.71839 1.71900

---

No. 5
15
Properties=species:S:1:pos:R:3 method="wB97M-V/def2-TZVPD" multiplicity=1 fmax_ev_per_a=4.312 lumo_ev=-0.92 orbital_gap_ev=9.046
C -0.94056 0.48254 -1.22702
N 0.08599 -0.44497 -0.74257
N 0.94568 -0.80605 -1.76604
O 1.85351 -1.51832 -1.38386
C 0.28711 -0.51601 0.60799
N 0.87743 -1.62717 0.97021
N -0.08378 0.33716 1.55542
N -0.53460 1.58925 1.19413
O 0.18038 2.25753 0.46077
O -1.54032 1.98219 1.89113
H -1.55480 0.80881 -0.23541
H -0.33713 1.46894 -1.59943
H -1.59019 -0.00235 -2.02273
H 1.15298 -1.72761 2.00484
H 1.19830 -2.28394 0.29257

---

No. 6
13
Properties=species:S:1:pos:R:3 method="wB97M-V/def2-TZVPD" multiplicity=1 fmax_ev_per_a=3.136 lumo_ev=0.65 orbital_gap_ev=10.046
H -0.09135 -2.03312 -1.92094
N -0.58795 -1.11474 -1.86808
C -0.30510 -0.27869 -0.98486
N -1.29599 0.62726 -0.57135
C -0.68774 1.40071 0.42925
N -1.12943 2.47598 0.90293
H -2.16164 2.76167 0.65508
N 0.57365 0.82627 0.85520
N 0.96258 -0.12479 -0.14614
S 1.20393 -1.69690 0.56678
H -2.09995 0.98029 -1.16676
H 1.30435 1.59584 0.94126
H 0.08290 -1.71619 1.54866

---

No. 7
13
Properties=species:S:1:pos:R:3 method="wB97M-V/def2-TZVPD" multiplicity=1 charge=+1 fmax_ev_per_a=5.668 lumo_ev=-6.01 orbital_gap_ev=8.097
C 0.95062 -0.44100 1.72099
C -1.15583 -0.62581 0.75100
N -0.42666 -1.27548 2.76094
N -1.38607 -1.15662 2.05607
N 2.15527 -0.44313 1.73613
N -2.19136 -0.46125 -0.11065
N 0.09388 -0.10394 0.63806
N 0.80402 0.22069 -0.41757
H 2.63055 -0.87886 2.51223
H -2.96414 -1.11921 0.35921
H 1.81853 0.50012 -0.22784
H 0.22146 0.92897 -0.96885
H -1.95379 -0.36258 -1.10215

---

No. 8
13
Properties=species:S:1:pos:R:3 method="wB97M-V/def2-TZVPD" multiplicity=1 charge=+1 fmax_ev_per_a=5.082 lumo_ev="-5.64 / -5.51" orbital_gap_ev="6.880 / 6.986"
C 1.01109 0.74304 0.68401
C -0.77755 -0.73997 0.35387
N -0.03421 -0.32569 2.47832
N -0.75509 -0.77598 1.66853
N 1.56129 1.78815 0.97608
N -1.41030 -1.45095 -0.57590
N 0.25694 0.15994 -0.16572
N 0.22481 0.40438 -1.58561
H 2.22108 2.27445 1.51664
H -2.06658 -2.12892 -0.25385
H 0.59133 -0.41273 -2.02492
H 0.61765 1.41418 -1.67262
H -1.44047 -0.94990 -1.39884

---

No. 9
9
Properties=species:S:1:pos:R:3 method="wB97M-V/def2-TZVPD" multiplicity=1 fmax_ev_per_a=0.721 lumo_ev=0.74 smiles="CN=C=O.[H][H]" orbital_gap_ev=11.193
C 0.49012 -0.32807 1.01269
N -0.15424 -0.40863 -0.27052
C -0.61331 -1.23882 -1.00962
O -1.09138 -1.95295 -1.81293
H -0.15982 -0.71989 1.80138
H 0.71032 0.71870 1.23217
H 1.43025 -0.88849 1.01383
H -0.28854 2.77247 -1.06318
H -0.32341 2.04568 -0.90381

---

No. 10
9
Properties=species:S:1:pos:R:3 method="wB97M-V/def2-TZVPD" multiplicity=1 fmax_ev_per_a=0.417 lumo_ev=0.90 smiles="CNC=O" orbital_gap_ev=10.736
C -1.06006 0.02535 0.34272
N 0.13001 0.38427 -0.40606
C 1.32374 -0.22230 -0.16937
O 1.53582 -1.00595 0.73525
H -0.74992 -0.26475 1.34938
H -1.73781 0.88276 0.40078
H -1.58829 -0.82300 -0.11683
H 0.03888 0.94288 -1.24164
H 2.10764 0.08074 -0.89424

---

No. 11
9
Properties=species:S:1:pos:R:3 method="wB97M-V/def2-TZVPD" s_squared=2.007 multiplicity=3 fmax_ev_per_a=9.993 lumo_ev="1.00 / -1.32" orbital_gap_ev="7.148 / 9.136"
C 0.60435 -0.94825 -0.59999
C -0.70646 0.78989 0.30480
N 0.42242 -0.18882 0.41693
O 1.04605 -0.24602 1.49125
H 1.30032 -1.95519 -0.61273
H 0.23832 -0.54618 -1.52342
H -1.55810 0.30755 -0.29457
H -0.91707 1.19593 1.26510
H -0.42983 1.59108 -0.44738

---

No. 12
10
Properties=species:S:1:pos:R:3 method="wB97M-V/def2-TZVPD" multiplicity=1 fmax_ev_per_a=1.177 lumo_ev=0.84 smiles="CC(=O)NO" orbital_gap_ev=10.343
C -1.37929 -0.21106 0.01494
C -0.01108 0.40429 0.00149
O 0.15231 1.60991 0.01353
N 1.02633 -0.44753 0.10890
O 2.29317 0.08518 -0.00374
H -2.01249 0.17386 -0.80581
H -1.84202 0.05468 0.97988
H -1.34917 -1.32178 -0.08486
H 1.02529 -1.40729 -0.24353
H 2.09694 1.05973 0.01919

---

No. 13
10
Properties=species:S:1:pos:R:3 method="wB97M-V/def2-TZVPD" multiplicity=1 fmax_ev_per_a=2.348 lumo_ev=0.65 smiles="O=CO.C=N" orbital_gap_ev=10.303
O -7.41029 1.01137 0.87643
C -6.36208 1.38950 0.50097
O -5.75717 2.55783 0.91362
H -5.69384 0.82633 -0.14399
H -4.91656 2.56347 1.37688
C 5.77122 -1.54019 -0.36441
N 6.84252 -1.86251 -0.92797
H 5.81611 -0.75771 0.40733
H 4.79479 -1.83319 -0.83172
H 6.91531 -2.35490 -1.80715

---

No. 14
10
Properties=species:S:1:pos:R:3 method="wB97M-V/def2-TZVPD" multiplicity=1 fmax_ev_per_a=4.934 lumo_ev=0.09 smiles="NCC(=O)O" orbital_gap_ev=9.854
N 0.16913 -0.02551 -1.94884
C 0.62311 0.49923 -0.69167
C -0.06703 -0.00146 0.67516
O 0.27043 0.68624 1.64608
O -0.94294 -0.97046 0.69265
H 0.39592 -0.96719 -1.87022
H -0.90129 -0.00159 -1.87336
H 1.68427 0.26811 -0.37997
H 0.60890 1.65283 -0.58738
H -0.92816 -1.48644 -0.25799

---

No. 15
10
Properties=species:S:1:pos:R:3 method="wB97M-V/def2-TZVPD" multiplicity=1 fmax_ev_per_a=4.005 lumo_ev=0.85 smiles="CC(=O)NO" orbital_gap_ev=10.181
C -1.37144 0.16984 0.12688
C 0.07489 0.37789 -0.14257
O 0.57382 1.48401 -0.20817
N 0.85290 -0.70734 -0.08909
O 2.16344 -0.53217 0.22440
H -1.57264 -0.81865 -0.05250
H -1.63018 0.60147 0.99182
H -1.86264 0.67965 -0.63700
H 0.57939 -1.67701 -0.05951
H 2.19245 0.42231 -0.15425

---

No. 16
10
Properties=species:S:1:pos:R:3 method="wB97M-V/def2-TZVPD" multiplicity=1 fmax_ev_per_a=6.082 lumo_ev=0.47 smiles="NCC(=O)O" orbital_gap_ev=10.430
N -0.69995 0.89995 -0.55515
C 0.36628 0.31163 0.44238
C 0.49356 -1.21803 0.25687
O 1.39432 -1.86630 0.64081
O -0.56273 -1.64647 -0.33840
H -0.27676 1.50584 -1.15563
H -1.41070 1.45192 0.02981
H 0.22132 0.48255 1.54605
H 1.32909 0.72667 -0.08085
H -0.85444 -0.64775 -0.78590

---

No. 17
10
Properties=species:S:1:pos:R:3 method="wB97M-V/def2-TZVPD" multiplicity=1 fmax_ev_per_a=3.048 lumo_ev="-0.59 / -0.59" orbital_gap_ev="8.226 / 8.226"
C 1.03156 -0.46813 0.24023
C -0.11824 0.82014 -0.64717
O 0.99314 1.47833 -0.63388
O -1.87948 -0.33632 0.12516
N -0.82626 0.53726 0.44099
H -2.36967 -0.40476 0.95618
H -0.54581 0.47299 -1.60306
H 1.73452 -0.81828 -0.50734
H 1.51460 0.06011 1.05429
H 0.46563 -1.34133 0.57460

---

No. 18
10
Properties=species:S:1:pos:R:3 method="wB97M-V/def2-TZVPD" multiplicity=1 fmax_ev_per_a=5.842 lumo_ev=0.38 orbital_gap_ev=9.055
C 0.04677 -0.32687 0.19749
C -1.04180 0.67801 0.11843
N 1.58164 0.56307 -0.58494
O 1.17385 0.18096 0.78474
O -0.25572 -1.52520 -0.14385
H -1.64197 0.90248 -0.79867
H -0.44293 1.55445 0.45778
H -1.83247 0.43173 0.97225
H 1.94037 -0.27520 -0.94592
H 0.47226 -2.18344 -0.05732

---

No. 19
10
Properties=species:S:1:pos:R:3 method="wB97M-V/def2-TZVPD" multiplicity=1 fmax_ev_per_a=7.751 lumo_ev=0.76 smiles="C=[N+]([O-])OC" orbital_gap_ev=10.033
C 1.00661 0.44081 -1.60399
N 0.88559 0.26816 -0.40119
O 1.75062 0.26936 0.50453
O -0.29202 -0.57896 -0.16653
C -1.13937 -0.37087 1.30133
H 0.12901 0.44733 -2.26329
H 1.96896 0.64340 -2.19383
H -0.82056 0.21235 2.16045
H -2.19234 0.03284 1.03028
H -1.29649 -1.36443 1.63225

---

No. 20
10
Properties=species:S:1:pos:R:3 method="wB97M-V/def2-TZVPD" multiplicity=1 fmax_ev_per_a=3.647 lumo_ev="0.69 / 0.45" orbital_gap_ev="8.767 / 8.738"
C 2.03321 -0.91746 0.25637
C -0.49660 0.58023 0.17567
N -0.53332 -0.70501 0.60003
O 2.21204 0.11453 -0.26374
O -1.07454 -1.65847 -0.24388
H 2.81472 -1.56339 0.52098
H 0.47645 0.60434 -0.47618
H -1.27104 0.96684 -0.50688
H -0.37294 1.30612 1.01859
H -1.71298 -1.19166 -0.93765

---

The following molecular weight values (in g/mol) correspond, in order, to the records above: 115.1; 115.1; 115.1; 115.1; 147.1; 131.2; 113.1; 113.1; 59.1; 59.1; 59.1; 75.1; 75.1; 75.1; 75.1; 75.1; 75.1; 75.1; 75.1; 75.1.
The following energy relative to the best compared isomer or geometry (same formula, charge and spin) values (in kcal per mole) correspond, in order, to the records above: 220.1; 96.4; 102.5; 147.2; 80.7; 27.3; 9.6; 43.7; 37.5; 11.1; 21.2; 42.6; 54.2; 34.5; 58.1; 33.1; 145.3; 116.6; 148.9; 151.3.